The following is a DFT calculation (the ωB97M-V functional and the def2-TZVPD basis) of a cluster of 2 separate species, C4H7N2OS in total.

## Properties
* relative energy (zero: lowest compared OMol25 entry of this formula, charge and spin): 65.13 kcal/mol
* LUMO energy: -3.48 eV
* highest occupied orbital energy: -12.5961 eV
* spin multiplicity: 1
* strongest force on any atom: 4.4 eV/A
* net charge: +1
* DFT total energy: -739.20022 Eh
* gap between HOMO and LUMO: 9.11 eV

Geometry (Å):
S (-3.816, -1.002, -1.325)
O (-1.460, -0.147, -0.361)
N (-3.396, 0.836, -1.301)
N (1.329, -0.550, 0.845)
C (1.749, 1.406, -0.810)
C (-2.506, -0.100, -0.849)
C (1.328, -1.626, 1.745)
C (1.550, 0.292, 0.077)
H (1.733, -2.509, 1.274)
H (-3.943, 1.405, -0.718)
H (0.277, -1.830, 2.059)
H (0.716, 1.572, -1.105)
H (1.957, 2.291, -0.347)
H (2.076, -1.329, 2.475)
H (2.408, 1.290, -1.659)

Results of the natural (NBO) charge analysis, in e, for atoms 1 through 5: atom 1 (S): 0.3302, atom 2 (O): -0.5800, atom 3 (N): -0.6381, atom 4 (N): -0.1922, atom 5 (C): -0.7465